1.
Computed, not measured: a cluster of 17 separate species, C82H182F21N7O28P3S7 in total, with ωB97M-V with the def2-TZVPD basis set.

```
330
Properties=species:S:1:pos:R:3:forces:R:3
C -2.9067 -5.6465 1.0952 0.2 -1.1 1.1
C -3.5956 -6.6807 2.0333 -5.9 -0.2 -2.2
O -4.7840 -7.0878 1.8842 6.0 1.4 1.4
N -2.7383 -7.2066 3.1728 0.5 -0.8 -1.6
H -1.8024 -7.1354 2.7999 0.4 -0.1 -0.1
H -2.7444 -6.6021 3.9819 -0.6 1.3 1.4
C -2.9773 -8.6203 3.6079 -1.2 0.5 0.1
H -1.8663 -5.9642 1.0265 0.3 0.2 -0.2
H -2.9294 -4.6350 1.5008 -0.1 -0.1 0.4
H -3.3105 -5.5565 0.0868 -0.6 -0.4 0.2
H -3.3317 -9.1452 2.7208 0.4 -0.4 0.3
H -3.8066 -8.5544 4.3121 0.1 -0.2 0.0
H -2.0974 -9.0047 4.1237 -0.1 0.0 -0.4
C -11.0740 2.7805 -2.0089 0.0 0.8 0.1
C -10.5324 1.7822 -1.0320 -2.5 -2.9 -1.1
O -11.2436 0.8551 -0.6535 3.7 2.8 -0.2
N -8.9644 1.8578 -0.8650 -2.0 -1.9 -1.1
H -8.6575 2.8175 -0.7954 0.2 0.2 0.3
H -8.7259 1.2805 -0.0713 -0.1 0.3 1.6
C -8.2773 1.1106 -2.0113 0.3 1.5 -0.5
H -10.9810 3.7752 -1.5732 -0.3 0.2 0.0
H -12.1063 2.5262 -2.2494 0.0 0.1 0.5
H -10.5919 2.8645 -2.9829 0.6 -0.4 0.2
H -7.3091 0.8497 -1.5839 -0.2 -0.6 -0.4
H -8.0931 1.8091 -2.8276 0.1 0.2 0.2
H -8.9020 0.3481 -2.4764 0.1 -0.4 0.9
C 1.9836 -4.3334 0.6425 -0.8 0.3 2.0
C 0.8611 -4.1756 1.6813 -1.9 1.6 -2.9
O -0.2045 -3.5998 1.5081 3.5 -2.1 1.8
N 1.0736 -5.0574 2.9872 -1.3 1.9 -0.9
H 0.4634 -5.8354 2.7813 -0.6 -0.3 0.5
H 1.9849 -5.4830 3.0799 0.7 0.4 0.0
C 0.6656 -4.2516 4.1896 -0.1 -0.2 1.3
H 1.7762 -3.6646 -0.1929 0.0 -0.4 -0.1
H 1.9993 -5.4068 0.4536 0.0 -0.1 -0.6
H 2.9244 -4.0882 1.1355 0.2 0.2 -0.2
H 1.3132 -3.3931 4.3676 0.7 -0.5 -0.2
H 0.6600 -4.9581 5.0196 0.1 0.4 0.2
H -0.2965 -3.7402 4.1583 -0.4 -0.8 -0.8
C -2.7012 -0.7094 1.0195 -0.2 0.1 -0.3
C -1.2330 -0.5401 0.7612 1.4 0.8 1.6
O -0.4087 -0.2738 1.6200 -1.6 -0.6 -2.1
N -0.7168 -0.7755 -0.6868 1.4 0.8 3.5
H -0.5512 -1.7707 -0.6391 0.3 -1.0 -0.8
H -1.4705 -0.6114 -1.3387 -0.8 0.6 -1.1
C 0.5812 -0.0447 -0.9556 0.2 0.1 -0.9
H -2.9414 -0.6519 2.0811 0.5 -0.2 0.0
H -3.1033 -1.6278 0.5915 0.1 -0.2 -0.2
H -3.2839 0.0854 0.5538 0.2 0.1 -0.4
H 1.4428 -0.2632 -0.3247 -0.8 -0.6 0.4
H 0.4829 1.0401 -0.9167 -0.6 -0.1 0.0
H 0.9056 -0.3439 -1.9522 -0.2 0.0 -0.1
C -3.3658 3.9500 1.7154 -0.4 -1.6 -1.3
N -3.2829 4.8998 0.5108 0.0 -0.4 0.4
C -4.6891 4.8442 -0.0994 0.8 0.8 0.7
C -2.9303 6.2986 0.9877 0.5 -1.0 -1.2
C -2.3246 4.3316 -0.6026 0.7 1.4 0.2
C -0.7767 4.4784 -0.3363 -1.9 -1.1 1.3
O -0.6036 3.3578 0.5623 0.6 0.0 -1.2
H -2.5020 3.7320 2.3435 0.3 1.3 -0.2
H -3.5130 2.9980 1.2054 -0.1 -0.2 0.1
H -4.2955 4.0716 2.2712 0.2 0.7 0.0
H -5.3215 5.3625 0.6214 -0.2 -0.3 0.0
H -4.9640 3.7972 -0.2267 0.0 0.3 -0.2
H -4.7164 5.4342 -1.0156 0.2 -0.3 -0.1
H -2.8894 6.9291 0.0995 -0.2 0.2 0.1
H -1.9099 6.2028 1.3588 -0.3 0.3 0.5
H -3.6705 6.6531 1.7050 0.2 -0.2 0.0
H -2.5962 4.8192 -1.5388 -0.3 0.2 0.1
H -2.6100 3.2815 -0.6652 0.3 0.1 -0.1
H -0.4268 5.4284 0.0677 -0.5 0.0 0.6
H -0.1893 4.4543 -1.2541 -0.3 -0.9 -0.3
H -0.2365 3.6444 1.4018 0.5 0.7 0.4
C -8.1030 -3.8946 3.1220 0.8 -0.8 -0.1
N -7.0153 -4.4808 4.0219 -2.3 -0.4 1.8
C -7.3359 -3.9937 5.4779 0.9 1.2 -1.2
C -7.1827 -6.0164 4.0973 0.7 0.8 0.3
C -5.6462 -4.1504 3.5244 0.5 -1.6 0.4
C -5.4188 -2.7982 3.0362 -1.1 2.4 -0.3
O -5.5931 -1.7944 4.0814 1.0 -1.6 -1.2
H -8.9475 -4.5651 3.2813 -0.1 0.4 -0.4
H -7.6832 -3.9404 2.1171 -0.6 -0.4 -0.2
H -8.3478 -2.8500 3.3141 0.2 -0.1 0.5
H -6.5836 -4.3162 6.1977 0.0 -0.3 -0.3
H -8.3495 -4.2270 5.8039 0.1 -0.4 -0.5
H -7.2377 -2.9166 5.3428 -0.1 0.0 0.5
H -6.8982 -6.5161 3.1713 -0.2 0.3 -0.1
H -8.1944 -6.2717 4.4125 0.0 0.3 -0.2
H -6.5060 -6.3106 4.8995 0.1 -0.2 -0.1
H -5.6036 -4.7920 2.6442 0.6 -0.3 0.0
H -4.9355 -4.3926 4.3146 -0.1 -0.4 0.0
H -6.1124 -2.6720 2.2048 -0.6 0.6 0.2
H -4.5292 -2.6313 2.4289 0.8 -0.5 0.8
H -6.4693 -1.4582 3.8793 -0.5 1.0 0.1
C 4.4097 -4.6031 -2.4817 1.1 1.7 -0.8
N 4.9667 -3.7448 -3.7122 1.2 -1.4 0.6
C 4.8122 -2.2764 -3.3579 -1.0 -0.9 -0.5
C 6.5122 -3.9243 -3.8150 -0.9 -1.0 0.6
C 4.0912 -4.1945 -5.0024 2.5 -0.3 0.7
C 4.6242 -5.4958 -5.7245 -1.2 1.8 1.4
O 4.6363 -6.4585 -4.7313 0.6 -1.1 0.6
H 4.6938 -5.6514 -2.5733 -0.3 0.3 -0.3
H 3.3433 -4.3779 -2.4692 0.0 -0.4 0.0
H 4.8628 -4.1168 -1.6178 0.0 -0.2 0.1
H 3.7665 -2.1715 -3.0686 -0.1 0.6 -0.5
H 5.1572 -1.7618 -4.2547 -0.4 0.4 0.2
H 5.3786 -1.9609 -2.4817 0.2 -0.6 -0.1
H 7.0072 -3.2843 -4.5454 -0.6 0.0 -0.2
H 6.7710 -4.9744 -3.9504 -0.3 0.0 -0.5
H 6.9403 -3.7046 -2.8369 -0.3 0.4 0.1
H 4.2265 -3.3965 -5.7325 -0.7 0.3 0.3
H 3.1284 -4.3747 -4.5244 -0.2 0.4 -0.7
H 5.6036 -5.3411 -6.1773 0.0 0.1 -0.2
H 3.8340 -5.7421 -6.4337 0.3 0.1 -0.5
H 5.0169 -7.2592 -5.0997 0.0 -0.3 0.1
C 1.7722 0.1320 5.8251 -1.1 -0.6 -0.2
C 0.4418 -0.0535 4.9487 0.8 0.4 0.2
C -0.7335 0.9330 5.1970 1.5 0.1 1.3
C -1.1988 0.9173 6.6974 -1.2 1.1 -1.0
P -2.5589 2.1235 7.1395 0.5 0.3 -0.9
C -3.3407 1.4009 8.5947 0.9 2.2 0.2
C -4.3213 0.3474 8.3805 -1.4 -2.7 0.5
C -4.7089 -0.3399 9.7267 -1.6 -0.7 0.7
C -5.4652 -1.7563 9.7234 2.2 0.7 -0.2
C -1.8888 3.7523 7.6657 0.7 -1.1 0.2
C -0.7274 3.7219 8.7745 -0.6 -0.2 -2.3
C -0.3347 5.1481 9.0417 -0.1 -0.2 1.3
C 0.8199 5.3225 10.0559 -1.4 -1.2 -0.1
C -3.6446 2.3538 5.6311 -0.5 -1.5 0.1
C -5.1113 2.8804 5.6209 2.0 1.3 1.2
C -5.1958 4.2635 6.2986 -1.2 0.5 -0.6
C -4.3701 5.4171 5.7270 1.1 -0.7 -0.4
H 2.5145 -0.6252 5.5727 0.0 0.0 -0.6
H 1.6948 -0.0497 6.8970 -0.7 0.2 0.1
H 2.2406 1.1090 5.7057 -0.2 0.0 -0.2
H 0.0595 -1.0740 4.9292 0.1 -0.3 0.5
H 0.7691 0.0979 3.9201 -0.1 0.2 -0.1
H -1.5329 0.8065 4.4669 -0.1 -0.3 0.2
H -0.2733 1.8987 4.9878 -0.4 0.3 0.1
H -0.4236 1.2009 7.4092 0.3 -0.3 -0.2
H -1.6633 -0.0200 7.0037 0.3 -0.3 -0.1
H -3.7246 2.3088 9.0599 -0.6 0.0 0.3
H -2.5529 1.1170 9.2925 0.3 -0.3 -0.2
H -3.8925 -0.4510 7.7749 0.2 -0.1 -0.3
H -5.1948 0.6814 7.8205 -0.1 0.1 0.2
H -5.3111 0.3239 10.3471 -0.2 0.4 -0.3
H -3.8421 -0.4745 10.3737 0.4 -0.1 -0.4
H -4.7378 -2.4364 9.2804 -0.4 -0.2 -0.9
H -6.4505 -1.8336 9.2638 0.2 0.2 0.0
H -5.4439 -2.2108 10.7139 -0.6 0.7 0.4
H -2.7171 4.3452 8.0537 -0.2 -0.1 0.1
H -1.6417 4.1824 6.6951 0.7 0.4 0.1
H 0.1951 3.2791 8.3989 -0.3 -0.9 -0.1
H -1.1475 3.1869 9.6261 0.4 0.1 0.3
H -1.2682 5.5143 9.4692 0.2 1.2 -0.3
H 0.0154 5.6158 8.1215 -0.8 0.2 -0.1
H 0.5450 6.2000 10.6411 1.2 0.4 -0.3
H 1.7468 5.1882 9.4982 0.3 1.0 0.5
H 0.8126 4.5131 10.7859 -0.1 -0.2 0.1
H -3.7251 1.3709 5.1669 0.2 -0.6 0.4
H -3.0551 2.8437 4.8561 0.3 0.7 0.4
H -5.8728 2.3342 6.1775 0.4 -0.8 -0.4
H -5.3505 2.8955 4.5576 -0.4 0.2 0.1
H -5.0839 4.1865 7.3801 0.1 -0.2 0.1
H -6.2618 4.4056 6.1215 -0.2 1.0 0.4
H -4.4203 5.3358 4.6412 -0.2 0.5 -0.2
H -3.3021 5.3129 5.9182 0.2 -0.6 0.0
H -4.4694 6.4457 6.0737 -1.1 -0.2 0.0
C 3.6725 3.6768 -11.0696 -0.3 1.6 -0.2
C 3.4106 2.2704 -10.7309 1.1 -1.4 1.5
C 2.3507 2.0137 -9.6333 -0.5 -1.4 0.5
C 2.5100 0.5603 -9.1098 -0.3 -1.7 0.4
P 1.5961 0.0144 -7.5541 -1.0 1.7 -0.5
C 2.2992 0.9491 -6.1072 0.3 -0.4 0.3
C 1.7807 2.3653 -5.6186 -2.3 -2.2 -1.3
C 2.1305 2.7645 -4.2265 0.6 -1.0 0.6
C 1.2926 3.8983 -3.6536 1.4 1.1 -0.7
C -0.1651 0.6146 -7.7335 1.5 -0.6 0.3
C -1.1027 -0.2921 -8.5098 3.5 -2.1 0.7
C -2.4713 0.0831 -8.4251 -3.2 2.2 -1.3
C -2.7122 1.5740 -8.7564 -0.5 -0.1 0.8
C 1.5499 -1.8234 -7.1634 0.1 0.3 -1.0
C 1.6032 -2.7823 -8.3616 2.2 0.0 -0.8
C 2.0877 -4.1439 -7.8800 -1.1 -1.1 -0.2
C 2.1437 -5.2388 -8.9690 -0.7 0.3 0.4
H 2.8293 4.1061 -11.6107 0.2 0.3 -0.2
H 4.6053 3.8216 -11.6146 -0.2 -0.2 -0.3
H 3.8111 4.2474 -10.1513 -0.2 0.2 0.1
H 4.3344 1.9362 -10.2587 0.3 -0.1 0.4
H 3.4523 1.6032 -11.5918 -1.1 0.0 -0.2
H 1.2974 2.1028 -9.8990 0.1 0.2 -0.7
H 2.4107 2.6458 -8.7473 0.7 0.6 -0.3
H 3.5422 0.2291 -8.9952 0.3 0.5 0.4
H 2.1859 -0.1761 -9.8452 -0.4 0.1 -0.4
H 3.3833 0.8836 -6.1992 0.3 0.3 -0.3
H 2.1344 0.1779 -5.3547 -0.4 0.2 0.7
H 0.7104 2.1796 -5.5288 -0.4 0.2 -0.5
H 1.8843 3.1139 -6.4040 0.4 0.2 0.2
H 3.2130 2.8736 -4.2925 0.2 0.9 0.9
H 1.9693 1.9437 -3.5277 0.1 -0.6 -0.3
H 1.6667 4.1357 -2.6577 -0.2 -0.1 0.1
H 0.2092 3.7787 -3.6472 0.1 -0.5 -0.1
H 1.5355 4.7665 -4.2662 -0.4 0.4 0.1
H -0.0869 1.6013 -8.1901 -0.1 0.1 0.2
H -0.4729 0.7055 -6.6918 -0.3 0.2 0.0
H -1.1189 -1.2792 -8.0478 0.6 -0.3 0.3
H -0.6708 -0.5404 -9.4793 -0.3 0.6 -0.5
H -2.8598 -0.1621 -7.4366 -0.3 0.0 -0.1
H -2.9809 -0.4654 -9.2173 -0.5 -0.4 0.4
H -2.3021 2.1999 -7.9637 0.5 0.2 -0.2
H -3.7622 1.8636 -8.7160 -0.2 -0.4 -0.3
H -2.3357 1.8305 -9.7466 0.2 0.1 0.1
H 0.6514 -2.0989 -6.6111 -0.2 0.7 0.4
H 2.3927 -2.0965 -6.5283 0.1 0.4 0.1
H 2.4204 -2.5460 -9.0432 0.2 0.8 -0.1
H 0.7779 -2.8339 -9.0717 -0.6 0.0 0.7
H 1.3896 -4.4998 -7.1223 -0.2 -0.1 0.1
H 3.0392 -4.1542 -7.3483 0.1 0.8 -0.3
H 1.9571 -6.1523 -8.4044 0.5 -0.4 -0.6
H 3.0290 -5.2557 -9.6047 0.2 -0.1 0.4
H 1.3086 -5.1527 -9.6642 -0.2 0.1 0.1
C 10.2800 3.2732 3.1876 0.8 1.3 0.3
C 9.6045 2.4120 2.1936 -0.7 -1.1 -0.1
C 9.1069 3.0602 0.9211 -0.1 0.3 -1.3
C 8.6000 2.0118 -0.0802 -0.2 0.1 -1.5
P 8.0074 2.4830 -1.8170 1.4 2.2 2.4
C 6.8119 3.9233 -1.6543 -0.4 -1.3 -1.4
C 5.3507 3.6208 -1.1297 1.0 0.4 1.1
C 5.2767 3.5364 0.4007 0.2 0.0 -0.3
C 3.8084 3.6526 0.9139 1.5 -0.2 0.1
C 9.4476 2.9949 -2.9119 -0.1 0.5 0.4
C 9.1398 4.0333 -4.0229 -0.7 -0.8 0.6
C 9.8958 3.8551 -5.3061 2.4 0.1 -0.2
C 11.4692 3.7899 -5.1919 -0.5 0.8 0.4
C 7.1851 1.1022 -2.4967 0.4 -0.9 0.7
C 7.8703 -0.2766 -2.3219 -1.7 -0.5 0.5
C 9.1355 -0.4920 -3.0243 1.1 0.9 -0.9
C 9.5045 -1.9206 -3.3320 0.5 -0.8 0.2
H 10.9618 2.7517 3.8594 -0.5 -0.4 0.1
H 9.5352 3.8233 3.7627 0.4 0.3 0.1
H 10.9661 3.9333 2.6569 -0.1 0.6 0.1
H 8.7275 2.0008 2.6935 0.1 -0.7 -0.1
H 10.3206 1.6339 1.9294 -0.3 -0.4 -0.2
H 9.9191 3.6277 0.4667 0.1 0.2 -0.1
H 8.2648 3.7419 1.0413 0.1 0.3 0.5
H 7.7296 1.4946 0.3236 0.0 -0.3 0.1
H 9.3610 1.2793 -0.3493 0.2 -0.3 0.4
H 6.7078 4.2615 -2.6853 -0.1 -0.1 -0.3
H 7.3277 4.7856 -1.2317 -0.1 -0.2 0.7
H 4.8498 2.7424 -1.5367 0.2 0.1 -0.6
H 4.7891 4.5366 -1.3145 -0.2 -0.2 -0.7
H 5.9660 4.3445 0.6457 -0.4 0.3 1.0
H 5.7504 2.6388 0.7982 -0.1 -0.3 -0.2
H 3.6927 2.9873 1.7696 -0.2 0.2 0.0
H 3.1504 3.2858 0.1262 -0.3 0.3 0.1
H 3.6128 4.6746 1.2384 -0.4 -0.1 -0.3
H 10.0291 2.1853 -3.3530 -0.5 -0.5 0.2
H 10.1642 3.4641 -2.2378 0.0 0.0 0.3
H 9.2829 5.0152 -3.5719 -0.2 0.1 -0.4
H 8.1175 3.9068 -4.3793 -0.4 0.4 0.5
H 9.6197 4.7310 -5.8931 0.2 -0.2 -0.4
H 9.5917 2.9540 -5.8386 -0.3 0.0 0.0
H 11.9551 3.7142 -6.1647 -0.2 -0.3 0.0
H 11.8687 3.0379 -4.5115 -0.3 -0.6 -0.3
H 11.8928 4.6868 -4.7399 -0.3 0.4 -0.1
H 7.1486 1.4487 -3.5295 -0.8 -0.6 -0.4
H 6.2491 1.0367 -1.9419 -0.5 0.1 -0.5
H 7.1481 -0.9790 -2.7380 -0.1 0.0 -0.2
H 7.9408 -0.6272 -1.2922 -0.2 0.6 0.3
H 9.9664 0.0121 -2.5307 0.1 -0.1 0.4
H 9.0316 0.1040 -3.9309 0.3 -0.3 -0.7
H 8.8944 -2.3954 -4.1004 0.3 0.4 -0.5
H 9.4284 -2.6512 -2.5267 -0.3 0.4 0.7
H 10.5724 -1.9747 -3.5441 -0.1 0.0 -0.7
C -4.9131 -0.0774 -3.6878 2.1 1.7 1.6
F -6.0706 0.6194 -3.8039 0.7 -0.8 -0.9
F -5.1169 -1.1317 -2.9418 -0.3 -0.6 -0.5
F -4.2930 -0.3848 -4.8443 -1.4 0.2 0.7
S -3.7057 1.0438 -2.6381 3.1 1.3 -1.9
O -3.0591 2.0287 -3.5665 -1.4 -2.1 1.2
O -4.4707 1.6736 -1.6040 -1.7 0.5 0.9
O -2.7243 0.1208 -2.0257 -0.9 0.0 -1.0
C 3.4219 -0.6530 1.7428 -0.5 0.0 -1.7
F 2.9976 0.5881 1.8916 0.5 0.7 0.0
F 4.0447 -1.0779 2.7808 2.7 0.1 1.9
F 2.3332 -1.4040 1.7916 -1.9 -1.2 -1.4
S 4.4256 -0.9047 0.1017 0.6 0.7 -1.3
O 5.7888 -0.4362 0.4055 -1.6 0.8 -0.3
O 4.4844 -2.3486 -0.0904 -1.0 -0.2 0.2
O 3.6533 -0.1828 -0.9768 1.6 -1.1 2.5
C 1.8416 3.9262 4.3390 -1.8 3.3 -1.4
F 1.9349 3.8953 5.6842 0.1 -1.1 -1.4
F 2.9590 4.5501 3.8420 -0.8 -1.9 0.6
F 1.5384 2.7381 3.7226 1.5 1.0 1.3
S 0.3781 5.1344 3.8227 -0.7 2.0 1.0
O 0.3192 5.1356 2.3595 0.6 -0.8 0.1
O -0.8041 4.5068 4.4178 0.4 -0.6 0.0
O 0.6471 6.4793 4.3441 0.4 -2.0 -0.2
C -7.5444 -2.7926 -0.9320 0.9 -3.6 -2.5
F -7.3411 -2.2154 0.1841 -0.7 0.9 3.4
F -8.7823 -3.2890 -1.1606 0.4 0.3 1.2
F -7.3895 -1.8667 -1.8288 0.5 1.4 -2.0
S -6.2670 -4.2876 -1.0690 -0.2 -3.7 1.6
O -6.9585 -5.3531 -0.1990 1.4 3.3 -1.6
O -6.0760 -4.6849 -2.4358 -1.3 0.5 -0.7
O -4.9443 -3.8888 -0.5596 -0.9 1.1 1.3
C -6.2487 1.4019 1.7798 -1.6 1.2 2.6
F -6.3613 0.6219 0.7515 1.0 -0.7 -1.1
F -5.0338 1.3266 2.4227 -1.4 -0.4 -1.0
F -6.3615 2.7014 1.3458 0.1 -0.8 0.2
S -7.8603 0.9371 2.8585 -0.3 -0.8 2.5
O -7.6933 -0.5116 3.1393 0.2 1.5 -0.8
O -7.9110 1.7497 4.0826 0.8 -0.6 -2.0
O -8.9598 1.1698 1.9300 0.9 0.4 -0.7
C -1.9610 -3.7783 7.0801 -2.2 -2.1 -0.3
F -0.7144 -4.2753 7.1040 -0.1 0.5 0.1
F -2.3165 -3.2511 8.2367 0.7 0.3 0.3
F -2.0440 -2.8452 6.1363 0.3 0.4 -0.3
S -3.2211 -5.2376 6.7340 0.5 -1.3 2.3
O -4.5566 -4.8295 7.0636 -0.2 1.2 -0.4
O -3.0297 -5.4812 5.3077 0.7 -0.1 -1.6
O -2.7769 -6.3175 7.5998 0.6 0.8 -0.9
C 0.1395 -5.3266 -3.5085 -0.6 1.1 2.6
F -0.9296 -5.9948 -3.0615 0.3 -0.1 -0.1
F 1.2404 -5.8040 -2.8917 0.3 -0.4 0.3
F 0.2857 -5.5229 -4.7698 0.1 -0.1 -1.8
S -0.0668 -3.5090 -3.0347 -0.3 1.2 -1.4
O 1.2231 -2.8645 -3.2837 0.6 -0.7 -0.2
O -1.0958 -3.1079 -3.9653 0.2 -0.2 0.3
O -0.4114 -3.4198 -1.6235 0.0 -0.9 0.3
```
Forces are in eV/Å.

Output
E_tot   -11631.0704 Eh
Net charge   +3
M   2430.73 g/mol
LUMO   -6.17 eV
Kohn-Sham gap   6.0 eV

***

2.
Computed, not measured: a structure of composition C2H4EuO2, with ωB97M-V with the def2-TZVPD basis set.

```
9
Properties=species:S:1:pos:R:3:forces:R:3
C -0.2641 0.2555 -0.3073 0.8 0.4 0.8
C -1.4046 -0.4058 0.3132 0.0 -0.3 0.3
O 0.8633 -0.2550 -0.0964 -0.6 -0.1 -0.5
H -0.2920 1.2464 -0.7738 0.1 -0.5 -0.5
H -2.1472 0.3626 0.5783 0.2 -0.5 0.2
H -1.8635 -1.0658 -0.4396 0.0 0.1 0.2
Eu 4.1875 0.5410 0.3503 -0.6 -0.1 -0.4
O 1.9186 0.3407 -0.7824 1.0 0.4 0.4
H -0.9980 -1.0196 1.1578 -0.8 0.5 -0.6
```
Forces are in eV/Å.

Output
E_tot   -938.9760 Eh
Net charge   +1
M   212.02 g/mol
Expectation value of S²   20.01
Multiplicity   9
LUMO (alpha / beta)   -4.43 / -4.42 eV
Kohn-Sham gap (alpha / beta)   4.8 / 10.0 eV

***

3.
Computed, not measured: the ion C5H12ClN2 with charge +1, with ωB97M-V with the def2-TZVPD basis set.

```
20
Properties=species:S:1:pos:R:3:forces:R:3
C 0.6189 0.0479 -0.1617 3.2 -2.8 -3.1
C -1.3378 1.4194 -0.5216 3.8 -1.9 0.3
C 0.8231 2.4176 0.3935 -0.4 -4.7 -0.3
C 0.8381 -2.3778 -0.5017 1.7 5.9 -1.4
C -1.0547 -1.5096 0.7331 3.0 2.4 -0.2
N 0.0989 1.2323 -0.0637 -4.4 3.7 0.5
N 0.1735 -1.1500 0.0268 -1.7 -1.8 0.2
Cl 2.6942 0.0517 -0.2492 0.5 0.3 0.8
H -1.8887 1.8294 0.2121 -2.2 0.5 3.0
H -1.4657 2.0811 -1.2739 0.8 2.8 -2.6
H -1.5948 0.5518 -1.0240 -1.2 -2.1 -0.1
H 0.2116 3.0767 0.8023 -3.0 2.8 2.0
H 1.4796 1.9633 1.0353 2.1 -0.1 1.9
H 1.2967 2.8222 -0.3780 2.3 1.8 -3.4
H 1.4411 -2.0451 -1.3381 -0.3 -0.4 -0.6
H 0.1698 -3.0866 -0.5823 -3.5 -3.5 -1.0
H 1.5212 -2.6367 0.1840 2.6 -1.1 2.8
H -0.8806 -2.1381 1.4889 0.9 -2.6 2.9
H -1.7158 -1.8954 0.1114 -2.9 -2.0 -3.2
H -1.4286 -0.6541 1.1066 -1.5 2.9 1.5
```
Forces are in eV/Å.

Output
E_tot   -766.8978 Eh
Net charge   +1
M   135.62 g/mol
Expectation value of S²   2.02
Multiplicity   3
LUMO (alpha / beta)   -3.37 / -8.13 eV
Kohn-Sham gap (alpha / beta)   6.9 / 6.2 eV